[1]
9
Properties=species:S:1:pos:R:3:lowdin_charge:R:1 method="wB97M-V/def2-TZVPD" smiles=FC(F)C(F)(F)SCl de_lowest_kcal_mol=2.9
F 1.74900 1.25956 0.21977 0.100
C 1.25424 0.02899 0.09665 -0.251
F 1.22873 -0.54927 1.41481 -0.035
C -0.30893 0.20202 -0.21037 -0.671
F -0.56615 0.26170 -1.55151 0.010
F -0.75050 1.38778 0.30805 0.047
S -1.37889 -1.28188 0.49721 0.482
Cl -3.13937 -0.70786 -0.26543 0.150
H 1.91187 -0.60104 -0.50917 0.168

[2]
78
Properties=species:S:1:pos:R:3:lowdin_charge:R:1 method="wB97M-V/def2-TZVPD" de_lowest_kcal_mol=32.4
C 1.63222 0.43609 -1.65644 -0.134
O 2.35819 -0.67293 -2.17033 -0.157
H 1.96509 0.66928 -0.61404 0.082
H 1.70386 1.24090 -2.38653 0.074
H 0.48729 0.32868 -1.50694 0.081
H 2.57319 -1.31894 -1.42394 0.072
C -0.11027 4.42084 -2.98068 -0.187
O -1.09449 3.48445 -3.18922 -0.115
H 0.68843 4.04227 -2.36405 0.057
H 0.21653 4.85380 -3.90077 0.071
H -0.46748 5.30113 -2.43276 0.078
H -1.28881 3.02288 -2.37004 0.022
C -0.37922 -4.10520 -0.56646 -0.110
O 0.29467 -3.74655 0.66496 -0.150
H -0.19844 -3.30332 -1.30048 0.058
H 0.15427 -4.95538 -1.03021 0.079
H -1.46230 -4.32737 -0.50275 0.095
H -0.27496 -3.90211 1.40269 -0.004
C -1.76580 -1.83766 -4.29347 -0.098
O -1.02664 -1.59454 -3.03814 -0.197
H -2.04413 -0.88094 -4.73223 0.070
H -1.13994 -2.47754 -4.96539 0.087
H -2.69454 -2.39171 -3.92185 0.099
H -0.07333 -1.44364 -3.32869 0.074
C 3.38148 -2.05748 1.18607 -0.102
O 2.80201 -2.51029 -0.07893 -0.178
H 4.01402 -2.80077 1.64255 0.071
H 3.99042 -1.19250 0.92594 0.079
H 2.59619 -1.70358 1.85642 0.063
H 2.05914 -3.15975 0.18822 0.086
C 2.34942 1.42850 3.93525 -0.195
O 1.76465 0.44285 3.19590 -0.130
H 3.21008 1.84564 3.38431 0.081
H 1.68303 2.25309 4.21490 0.085
H 2.76767 0.94910 4.83978 0.087
H 1.43398 0.83774 2.39563 0.046
C -2.54230 3.48201 2.24109 -0.135
O -1.37022 3.30679 1.46397 -0.154
H -3.22778 2.59563 2.14244 0.096
H -2.28851 3.34600 3.26201 0.067
H -3.05993 4.37548 2.05520 0.064
H -1.65283 3.28116 0.51868 0.046
C -1.19971 -4.76772 3.39533 -0.160
O -1.49843 -3.62723 2.62201 -0.133
H -1.81220 -4.77449 4.30106 0.081
H -1.45225 -5.69312 2.86130 0.091
H -0.17811 -4.81663 3.75791 0.075
H -0.96275 -2.92955 3.03982 0.043
C -3.61819 3.27381 -1.51916 -0.059
O -2.33385 2.79542 -0.99402 -0.173
H -3.66773 3.39101 -2.55785 0.055
H -4.44631 2.62358 -1.16717 0.098
H -3.88445 4.28414 -1.15336 0.091
H -2.30009 1.89794 -0.67949 0.035
C -1.78103 -0.45204 -0.15783 -0.124
O -2.14361 0.25102 -1.32790 -0.120
H -0.80051 -0.87887 -0.12212 0.060
H -1.84805 0.21356 0.72972 0.091
H -2.49944 -1.27223 0.01586 0.093
H -1.77244 -0.09814 -2.09733 0.014
C 1.67642 -0.35095 -5.59335 -0.133
O 1.50774 -1.47433 -4.74045 -0.136
H 2.11064 0.51858 -5.04161 0.088
H 2.37334 -0.51360 -6.40137 0.070
H 0.73013 0.01066 -5.91138 0.062
H 1.92285 -1.41842 -3.88546 0.027
C 2.31253 3.39109 0.71775 -0.097
O 1.36575 2.54871 1.42763 -0.168
H 3.29401 3.02189 0.80113 0.062
H 2.07945 3.46178 -0.34665 0.063
H 2.22077 4.35748 1.20875 0.085
H 0.47707 2.96036 1.41232 0.051
C -0.01967 -2.11539 5.43790 -0.100
O -0.39678 -1.59989 4.14568 -0.131
H 0.31274 -3.15426 5.27428 0.074
H 0.81010 -1.54929 5.80515 0.071
H -0.87049 -2.01095 6.12995 0.093
H 0.32866 -1.06603 3.85125 0.037

[3]
20
Properties=species:S:1:pos:R:3:lowdin_charge:R:1 method="wB97M-V/def2-TZVPD" smiles="C=C/C=C/CO.O.O" de_lowest_kcal_mol=72.3
C -3.35210 -0.70988 -0.72181 -0.007
C -2.35864 -0.69214 0.16234 -0.178
C -1.32634 0.35199 0.05104 -0.093
C -0.29400 0.48955 0.94208 -0.142
C 0.59068 1.68398 1.00409 -0.280
O 1.90342 1.23516 0.79500 -0.082
H -3.51709 -0.01122 -1.52786 0.054
H -4.09002 -1.56109 -0.81039 0.074
H -2.09299 -1.65123 0.66936 0.123
H -1.48204 1.16339 -0.60206 0.096
H -0.16161 -0.24642 1.72564 0.115
H 0.33872 2.56018 0.32087 0.137
H 0.40768 2.03488 2.17462 0.168
H 2.36774 1.22965 1.64346 0.103
O 1.81348 -0.10324 -2.16431 -0.067
H 2.70842 -0.36381 -2.42641 0.043
H 1.93948 0.26974 -1.27628 0.006
O 1.42513 -1.99464 0.32896 -0.105
H 0.98633 -1.17659 0.42401 -0.077
H 1.90146 -2.08665 -0.61856 0.112

[4]
103
Properties=species:S:1:pos:R:3:lowdin_charge:R:1 method="wB97M-V/def2-TZVPD" charge=+1
N 1.96307 8.96903 3.85633 -0.258
P 1.77256 8.33391 2.45532 0.698
C 0.59296 6.94042 2.58462 -0.376
N 0.83753 5.77610 1.68575 0.080
C -0.34736 5.05439 1.89462 -0.373
N -0.32647 3.74360 2.03258 0.263
N -1.39789 5.85158 1.98367 0.167
C -0.94774 7.20201 2.54453 -0.209
C -1.54344 8.30894 1.67704 -0.161
C -1.71876 9.58365 2.49790 -0.852
O -2.42468 9.61799 3.44538 0.044
I -0.67904 11.33898 1.86064 0.905
H 1.78348 9.96463 3.90642 -0.032
H 1.27229 9.14856 1.42459 -0.049
H 2.86555 7.66456 1.87734 0.013
H 0.76852 6.57012 3.60035 0.128
H 0.79396 6.06306 0.70451 0.153
H 0.46023 3.30374 2.48953 0.147
H -1.05849 3.13035 1.69561 0.125
H -2.21938 5.44084 2.41269 0.173
H -1.38026 7.20914 3.54430 0.157
H -2.55701 8.00686 1.40290 0.135
H -0.95540 8.47416 0.77426 0.098
C -3.52922 -1.16043 -0.81755 -0.102
C -2.89664 -0.30449 -1.91094 -0.261
C -1.39386 -0.52916 -2.06448 -0.220
C -0.55984 -0.18204 -0.83267 -0.224
C -0.69446 1.25664 -0.34202 -0.285
C -0.23653 2.29951 -1.35820 -0.101
H -3.12254 -0.92979 0.16955 0.061
H -4.60699 -1.00215 -0.77076 0.073
H -3.35797 -2.22179 -1.00821 0.074
H -3.10683 0.75269 -1.71775 0.097
H -3.37687 -0.53670 -2.86441 0.099
H -1.03408 0.04129 -2.92572 0.106
H -1.21622 -1.58038 -2.31035 0.105
H 0.49412 -0.37489 -1.05480 0.112
H -0.81891 -0.85825 -0.01335 0.094
H -0.08679 1.35312 0.56703 0.085
H -1.73419 1.45675 -0.05234 0.095
H 0.80329 2.13232 -1.64359 0.083
H -0.30764 3.31506 -0.95613 0.045
H -0.84511 2.27067 -2.26172 0.074
C -1.00882 -4.16290 1.84063 -0.107
C 0.46690 -4.17211 2.22794 -0.260
C 1.31194 -3.19487 1.41386 -0.234
C 1.34329 -3.47019 -0.08986 -0.234
C 1.84225 -4.85706 -0.48808 -0.263
C 3.28276 -5.12532 -0.06396 -0.106
H -1.15757 -4.47186 0.80470 0.066
H -1.58426 -4.84340 2.46874 0.072
H -1.43528 -3.16264 1.95701 0.067
H 0.86572 -5.18494 2.13020 0.102
H 0.55948 -3.91240 3.28591 0.105
H 2.33236 -3.19063 1.80739 0.086
H 0.92799 -2.17927 1.57224 0.097
H 1.97865 -2.71384 -0.56426 0.105
H 0.33836 -3.31999 -0.49768 0.091
H 1.76690 -4.95215 -1.57410 0.106
H 1.18736 -5.62626 -0.07014 0.101
H 3.95966 -4.38373 -0.49426 0.075
H 3.61210 -6.10908 -0.39900 0.072
H 3.39727 -5.09647 1.02098 0.066
C -2.02538 -3.07541 -5.39176 -0.105
C -3.46538 -3.20471 -4.90294 -0.275
C -4.19862 -4.41785 -5.47197 -0.227
C -4.35224 -4.41658 -6.99415 -0.227
C -5.07251 -3.19556 -7.56451 -0.271
C -6.50791 -3.04896 -7.06948 -0.112
H -1.97356 -2.93542 -6.47217 0.068
H -1.53500 -2.21667 -4.92848 0.054
H -1.44848 -3.96770 -5.13945 0.078
H -4.01510 -2.28844 -5.13804 0.095
H -3.46064 -3.28459 -3.81111 0.095
H -5.18371 -4.48893 -5.00330 0.102
H -3.66216 -5.32536 -5.17757 0.111
H -4.89737 -5.31881 -7.28733 0.111
H -3.36715 -4.49780 -7.46144 0.101
H -5.07883 -3.27732 -8.65414 0.105
H -4.51095 -2.28583 -7.33293 0.096
H -7.09647 -3.93501 -7.31584 0.076
H -6.99468 -2.18850 -7.53016 0.069
H -6.55093 -2.90745 -5.98816 0.063
C 4.06539 0.99047 2.58862 -0.114
C 4.37615 -0.50242 2.53623 -0.263
C 3.82717 -1.27884 3.73150 -0.238
C 4.39454 -0.86719 5.09092 -0.228
C 5.91470 -0.97117 5.20665 -0.269
C 6.44270 -2.39021 5.02189 -0.108
H 4.52143 1.46926 3.45640 0.066
H 4.43776 1.50147 1.69930 0.068
H 2.98379 1.15363 2.64304 0.057
H 5.45599 -0.64782 2.45406 0.103
H 3.94399 -0.92266 1.62349 0.097
H 4.00456 -2.34519 3.56947 0.097
H 2.73797 -1.15821 3.75328 0.103
H 3.93584 -1.49453 5.86114 0.111
H 4.09055 0.15859 5.32078 0.099
H 6.21050 -0.60703 6.19346 0.105
H 6.39349 -0.30550 4.48276 0.098
H 6.00009 -3.06824 5.75443 0.077
H 7.52482 -2.42347 5.15005 0.071
H 6.22164 -2.77953 4.02673 0.065

LUMO level
In order: -0.06; 0.69; 0.46; -4.08
Unit: eV
Kohn-Sham gap
In order: 0.357; 0.381; 0.344; 0.298
Unit: Ha